Record 1
The following is a quantum chemistry calculation of the molecule C4H8N2 in a non-equilibrium geometry, from OMol25.

Results
LUMO energy: 0.90 eV
relative energy (zero: lowest compared OMol25 entry of this formula, charge and spin): 0.845 eV
F_max: 1.3 eV Å⁻¹

Last column: Löwdin charge in e.
Geometry (Å):
C  1.709  -0.546  0.113  -0.13
N  0.555  -0.155  0.903  -0.08
C  -0.376  0.419  -0.067  -0.43
C  -1.388  -0.599  -0.601  -0.05
C  -1.046  1.588  0.526  -0.17
N  -1.549  2.513  1.009  0.15
H  1.495  -1.481  -0.411  0.08
H  2.570  -0.707  0.764  0.09
H  1.858  0.224  -0.661  0.08
H  0.825  0.538  1.596  0.11
H  0.236  0.744  -0.927  0.12
H  -2.108  -0.082  -1.239  0.08
H  -0.856  -1.341  -1.203  0.08
H  -1.924  -1.116  0.198  0.09

---

Record 2
The following is a quantum chemistry calculation of the molecule C4H8N2, from OMol25.

Results
LUMO energy: 1.06 eV
relative energy (zero: lowest compared OMol25 entry of this formula, charge and spin): 2.317 eV
F_max: 0.4 eV Å⁻¹

Last column: Löwdin charge in e.
Geometry (Å):
N  0.247  -2.218  0.615  -0.02
C  -0.824  -1.236  0.445  -0.29
C  -0.187  0.068  0.852  -0.07
C  0.158  1.041  0.025  -0.31
C  0.032  1.817  -1.191  -0.11
N  0.865  2.263  -0.036  0.04
H  -0.050  -3.185  0.643  0.06
H  0.940  -2.105  -0.116  0.07
H  -1.655  -1.508  1.109  0.11
H  -1.243  -1.173  -0.574  0.11
H  0.180  0.078  1.875  0.11
H  -0.885  2.391  -1.296  0.10
H  0.516  1.559  -2.131  0.10
H  1.851  2.077  -0.229  0.10

---

Record 3
The following is a quantum chemistry calculation of the molecule C4H8N2 in a non-equilibrium geometry, from OMol25.

Results
LUMO energy: 0.76 eV
relative energy (zero: lowest compared OMol25 entry of this formula, charge and spin): 2.768 eV
F_max: 5.8 eV Å⁻¹

Last column: Löwdin charge in e.
Geometry (Å):
H  2.780  -1.284  1.494  0.10
N  1.875  -1.181  0.871  0.06
C  1.540  0.028  0.854  -0.23
C  0.224  0.175  0.207  -0.43
C  -0.214  1.428  -0.343  -0.06
N  -0.198  -1.025  0.085  0.02
C  -1.532  -1.141  -0.634  -0.09
H  2.023  0.884  1.429  0.13
H  -1.203  1.793  -0.014  0.09
H  0.415  2.191  0.074  0.06
H  -0.205  1.372  -1.462  0.11
H  -1.905  -2.156  -0.620  0.05
H  -2.228  -0.431  -0.190  0.05
H  -1.373  -0.653  -1.749  0.12

---

Record 4
The following is a quantum chemistry calculation of a cluster of 2 separate species, C4H8N2 in total in a non-equilibrium geometry, from OMol25.

Results
LUMO energy (spin up / spin down): 0.20 / -0.90 eV
relative energy (zero: lowest compared OMol25 entry of this formula, charge and spin): 7.360 eV
F_max: 5.8 eV Å⁻¹

Last column: Löwdin charge in e.
Geometry (Å):
C  -1.339  -1.206  0.490  -0.27
C  -0.423  -1.182  1.440  0.12
C  -1.498  -0.663  -0.910  -0.11
C  1.238  1.958  -0.394  -0.08
N  1.752  -0.108  0.601  0.01
N  1.978  1.021  0.026  -0.13
H  -2.188  -1.806  0.898  0.09
H  -0.423  -0.622  -1.350  0.10
H  -2.089  -1.256  -1.693  0.10
H  -1.868  0.248  -0.749  0.00
H  2.479  -0.641  1.071  0.08
H  1.799  2.855  -0.681  0.06
H  0.132  2.074  -0.400  0.07
H  0.450  -0.672  1.652  -0.05

---

Record 5
The following is a quantum chemistry calculation of the molecule C4H8N2, from OMol25.

Results
LUMO energy: 0.93 eV
relative energy (zero: lowest compared OMol25 entry of this formula, charge and spin): 1.706 eV
F_max: 0.4 eV Å⁻¹

Last column: Löwdin charge in e.
Geometry (Å):
C  2.329  0.538  0.865  -0.08
N  1.080  -0.204  0.776  0.00
C  0.102  0.204  -0.053  -0.42
N  -0.342  1.239  -0.631  0.17
C  -0.973  -0.112  -0.952  -0.29
C  -2.370  -0.462  -0.500  -0.09
H  2.434  1.168  -0.024  0.09
H  3.162  -0.171  0.887  0.08
H  2.380  1.172  1.755  0.08
H  1.102  -1.188  0.986  0.13
H  -0.718  -0.502  -1.944  0.11
H  -3.120  -0.055  -1.187  0.07
H  -2.493  -1.553  -0.482  0.07
H  -2.573  -0.076  0.503  0.07

---

Record 6
The following is a quantum chemistry calculation of a cluster of 2 separate species, C4H8N2 in total in a non-equilibrium geometry, from OMol25.

Results
LUMO energy: 0.90 eV
relative energy (zero: lowest compared OMol25 entry of this formula, charge and spin): 1.515 eV
F_max: 1.3 eV Å⁻¹

Last column: Löwdin charge in e.
Geometry (Å):
C  2.013  -0.094  0.076  -0.12
N  0.568  -0.143  0.196  -0.08
C  -0.102  -0.768  -0.681  -0.21
C  -1.596  -0.850  -0.647  -0.07
C  -1.434  2.957  1.628  -0.12
N  -0.822  1.977  1.422  0.02
H  2.392  -0.645  -0.797  0.07
H  2.466  -0.508  0.982  0.08
H  2.326  0.953  0.001  0.08
H  -0.288  1.142  1.134  0.00
H  0.408  -1.272  -1.516  0.12
H  -2.020  -0.404  -1.553  0.08
H  -1.914  -1.899  -0.628  0.08
H  -1.999  -0.336  0.229  0.07

---

- Which value of relative energy (zero: lowest compared OMol25 entry of this formula, charge and spin) does entry 3 give?
  2.768 eV

---

- Which of these has the lowest relative energy (zero: lowest compared OMol25 entry of this formula, charge and spin)?
  number 1

---

- Number 5 is which compound?
  C4H8N2